Below is 3 unconnected molecules or ions with the total composition C17H39Cl3O10P3 in a non-equilibrium geometry, with properties calculated with wB97M-V/def2-TZVPD.

Summary:
Orbital gap (eV): 7.164
HOMO level (Eh): -0.181
LUMO level (eV): 2.25

```
! RIJCOSX wB97M-V def2-TZVPD def2/J DEFGRID3
* xyz -1 1
C -1.562 2.026 0.051
C -1.324 1.305 -1.244
Cl -2.581 1.530 -2.469
C -0.247 0.570 -1.505
Cl -0.121 -0.172 -3.086
P 1.184 0.310 -0.201
O 2.085 -0.629 -1.365
C 3.453 -0.672 -1.022
C 3.569 -0.596 0.523
Cl 5.165 0.132 0.913
O 2.512 0.149 0.952
H -1.428 1.412 0.936
H -2.595 2.382 0.045
H -0.939 2.913 0.148
H 1.767 1.569 -0.592
H 0.447 0.814 0.904
H 0.557 -0.967 0.143
H 3.847 -1.623 -1.389
H 3.892 0.195 -1.528
H 3.436 -1.624 0.880
O -1.981 -5.781 -4.246
P -0.561 -6.006 -3.913
O 0.249 -4.683 -4.322
C 0.005 -3.448 -3.602
C 0.587 -3.487 -2.205
O -0.104 -7.025 -5.120
C -1.068 -7.740 -5.884
C -1.333 -7.045 -7.206
O 0.449 -6.647 -2.855
C 1.707 -7.247 -3.191
C 2.715 -6.327 -3.839
H -1.065 -3.237 -3.573
H 0.479 -2.659 -4.181
H 0.073 -4.233 -1.590
H 0.491 -2.519 -1.720
H 1.643 -3.760 -2.230
H -1.989 -7.874 -5.319
H -0.656 -8.737 -6.064
H -1.458 -5.972 -7.071
H -2.229 -7.447 -7.684
H -0.491 -7.189 -7.885
H 1.548 -8.140 -3.793
H 2.110 -7.593 -2.237
H 2.430 -6.069 -4.856
H 3.682 -6.833 -3.883
H 2.832 -5.404 -3.273
O -1.629 3.356 4.174
P -1.266 4.611 4.855
O -2.256 5.755 4.261
C -3.657 5.667 4.527
C -4.000 6.003 5.968
O 0.130 5.013 4.130
C 0.908 4.043 3.406
C 0.652 4.143 1.918
O -0.869 5.303 6.244
C -0.005 6.441 6.360
C -0.486 7.703 5.680
H -4.019 4.670 4.264
H -4.139 6.380 3.857
H -3.586 5.262 6.654
H -5.082 6.027 6.105
H -3.589 6.972 6.251
H 0.710 3.038 3.771
H 1.956 4.258 3.620
H -0.410 4.231 1.696
H 1.050 3.269 1.401
H 1.134 5.034 1.509
H 1.000 6.182 6.032
H 0.064 6.626 7.433
H -0.432 7.622 4.597
H 0.152 8.536 5.983
H -1.514 7.936 5.955
*
```

Mulliken atomic charge list, values in e, 6 entries: number 1, C, carries -1.147; number 2, C, carries 0.490; number 3, Cl, carries -0.270; number 4, C, carries -0.087; number 5, Cl, carries -0.231; number 6, P, carries 0.513

Below is 2 unconnected molecules or ions with the total composition C17H39F2N3O3P2 in a non-equilibrium geometry, with properties calculated with wB97M-V/def2-TZVPD.

Summary:
Orbital gap (eV): 7.719
SMILES: CCP(CC)P(N)(CCF)(CCCN)CCCCCN.O=C1OC[C@@H](F)O1
HOMO level (Eh): -0.264
LUMO level (eV): 0.53

```
! RIJCOSX wB97M-V def2-TZVPD def2/J DEFGRID3
* xyz 0 1
C -2.929 2.984 -1.602
C -3.061 2.766 -0.098
P -1.676 1.895 0.802
C -2.323 0.155 1.014
C -2.756 -0.084 2.463
P 0.271 1.911 -0.356
N 1.899 1.988 -1.157
C -0.366 0.827 -1.758
C 0.551 -0.280 -2.264
F 1.099 0.064 -3.501
C 0.216 3.769 -0.447
C 1.295 4.437 0.406
C 1.838 5.714 -0.234
N 2.646 5.487 -1.424
C 1.117 1.216 1.164
C 1.092 -0.329 1.227
C 2.495 -0.890 1.410
C 2.529 -2.404 1.661
C 2.861 -3.211 0.406
N 1.642 -3.532 -0.394
H -2.163 3.701 -1.865
H -2.801 2.061 -2.147
H -3.862 3.408 -1.969
H -3.248 3.708 0.396
H -3.955 2.171 0.061
H -1.646 -0.609 0.647
H -3.217 0.079 0.401
H -3.531 -0.837 2.514
H -3.201 0.831 2.832
H -1.926 -0.320 3.118
H 1.873 2.149 -2.157
H 2.516 1.220 -0.935
H -0.510 1.501 -2.597
H -1.337 0.394 -1.552
H -0.044 -1.172 -2.442
H 1.354 -0.537 -1.585
H -0.735 4.156 -0.098
H 0.340 4.024 -1.494
H 0.817 4.686 1.351
H 2.108 3.765 0.642
H 2.470 6.192 0.506
H 1.002 6.351 -0.503
H 2.103 5.073 -2.169
H 3.433 4.889 -1.215
H 2.137 1.573 1.196
H 0.594 1.622 2.014
H 0.536 -0.617 2.112
H 0.581 -0.788 0.387
H 2.897 -0.399 2.290
H 3.150 -0.621 0.586
H 1.612 -2.755 2.123
H 3.318 -2.598 2.381
H 3.393 -4.121 0.655
H 3.537 -2.617 -0.194
H 0.865 -3.081 0.078
H 1.718 -3.029 -1.273
C -1.563 -7.066 -0.303
C -1.497 -5.584 -0.579
O -2.507 -5.068 0.271
C -2.619 -5.920 1.333
O -3.179 -5.669 2.345
O -1.988 -7.092 1.065
F -1.810 -5.295 -1.867
H -2.310 -7.558 -0.927
H -0.606 -7.568 -0.421
H -0.540 -5.119 -0.333
*
```

Mulliken atomic charge list, values in e, 6 entries: number 1, C, carries -0.936; number 2, C, carries -0.716; number 3, P, carries -0.372; number 4, C, carries -0.493; number 5, C, carries -1.420; number 6, P, carries 1.887

Below is 3 unconnected molecules or ions with the total composition C17H39IO4P in a non-equilibrium geometry, with properties calculated with wB97M-V/def2-TZVPD.

Summary:
Orbital gap (eV): 7.094
Energy relative to the best compared isomer or geometry (same formula, charge and spin) (eV): 3.6264
HOMO level (Eh): -0.164
LUMO level (eV): 2.63

```
! RIJCOSX wB97M-V def2-TZVPD def2/J DEFGRID3
* xyz -1 1
C -3.848 1.317 1.485
C -3.125 0.431 1.092
C -2.435 -0.771 0.644
P -0.952 -0.392 -0.541
I 0.978 0.008 -2.355
C 0.343 -0.188 0.830
C 0.822 1.274 1.061
C 0.272 1.907 2.358
C -0.585 3.177 2.196
C -0.113 4.168 1.110
C -1.065 4.167 -0.120
H -4.197 2.206 1.955
H -2.095 -1.333 1.514
H -3.130 -1.398 0.083
H -1.253 1.025 -0.550
H -1.809 -0.553 -1.699
H -0.674 -1.827 -0.600
H 1.225 -0.768 0.548
H 0.001 -0.594 1.788
H 0.572 1.835 0.159
H 1.909 1.221 1.153
H -0.364 1.154 2.832
H 1.068 2.110 3.078
H -0.544 3.712 3.154
H -1.639 2.948 2.044
H -0.045 5.190 1.484
H 0.869 3.893 0.725
H -1.767 5.001 -0.063
H -1.637 3.240 -0.159
H -0.506 4.201 -1.056
C -0.046 -1.909 7.750
O -0.860 -2.773 6.980
C -1.816 -2.084 6.185
C -1.360 -1.910 4.752
O -0.211 -1.087 4.654
C 0.999 -1.815 4.529
H 0.829 -2.474 8.069
H 0.285 -1.043 7.174
H -0.587 -1.566 8.640
H -2.050 -1.111 6.628
H -2.731 -2.685 6.190
H -2.160 -1.414 4.191
H -1.178 -2.883 4.285
H 1.127 -2.163 3.498
H 1.038 -2.670 5.208
H 1.819 -1.138 4.769
C 2.691 0.584 -8.219
O 3.189 -0.247 -7.191
C 2.282 -0.392 -6.096
C 1.492 -1.677 -6.178
O 0.640 -1.715 -7.322
C 1.189 -2.435 -8.404
H 3.280 0.393 -9.117
H 1.641 0.377 -8.438
H 2.799 1.640 -7.946
H 1.609 0.467 -6.038
H 2.877 -0.409 -5.181
H 0.856 -1.745 -5.293
H 2.165 -2.541 -6.179
H 1.072 -3.515 -8.247
H 2.247 -2.208 -8.555
H 0.640 -2.155 -9.304
*
```

Mulliken atomic charge list, values in e, 6 entries: number 1, C, carries -0.235; number 2, C, carries -0.148; number 3, C, carries -0.825; number 4, P, carries -0.100; number 5, I, carries -0.477; number 6, C, carries -0.856

Below is a molecular structure, C17H39N5O9S in a non-equilibrium geometry, with properties calculated with wB97M-V/def2-TZVPD.

Summary:
Orbital gap (eV): 8.944
Energy relative to the best compared isomer or geometry (same formula, charge and spin) (eV): 0.5008
HOMO level (Eh): -0.327
LUMO level (eV): 0.04

```
! RIJCOSX wB97M-V def2-TZVPD def2/J DEFGRID3
* xyz 0 1
C 10.089 27.890 24.625
C 10.533 26.459 24.206
O 9.601 25.605 24.874
S 9.426 26.212 26.362
O 10.626 26.068 27.107
O 8.187 25.785 26.904
O 9.299 27.731 25.814
H 9.486 28.398 23.877
H 10.967 28.477 24.898
H 11.522 26.307 24.639
H 10.426 26.319 23.138
C 22.974 29.015 21.275
C 21.469 29.139 21.291
O 20.909 29.955 21.998
N 20.796 28.330 20.436
C 19.360 28.286 20.345
H 23.380 28.303 21.991
H 23.395 29.996 21.483
H 23.358 28.731 20.290
H 21.345 27.665 19.923
H 18.937 29.276 20.217
H 18.837 27.704 21.114
H 19.115 27.626 19.504
C 17.253 24.765 17.931
C 17.472 24.958 19.402
O 16.944 25.855 20.056
N 18.413 24.188 19.988
C 18.967 24.393 21.328
H 18.123 24.246 17.516
H 17.345 25.701 17.376
H 16.307 24.301 17.667
H 18.601 23.311 19.530
H 19.671 25.224 21.272
H 19.459 23.467 21.601
H 18.159 24.660 22.006
C 13.393 25.048 18.711
C 12.975 25.376 17.300
O 13.471 24.807 16.338
N 11.986 26.287 17.159
C 11.510 26.616 15.812
H 12.826 24.204 19.109
H 13.203 25.889 19.386
H 14.441 24.797 18.854
H 11.399 26.570 17.921
H 12.292 27.144 15.276
H 10.659 27.287 15.908
H 11.190 25.696 15.330
C 16.159 29.251 21.961
C 15.026 28.462 22.557
O 14.454 28.864 23.579
N 14.749 27.292 21.978
C 13.886 26.278 22.553
H 16.137 30.293 22.269
H 16.028 29.272 20.871
H 17.150 28.849 22.157
H 15.344 27.024 21.204
H 13.785 25.358 21.987
H 12.887 26.725 22.404
H 13.929 26.155 23.630
C 13.925 26.872 26.402
C 14.832 27.864 27.106
O 14.968 27.828 28.322
N 15.455 28.738 26.290
C 16.182 29.881 26.750
H 13.081 26.632 27.042
H 14.459 25.934 26.224
H 13.604 27.260 25.434
H 15.241 28.691 25.297
H 17.052 29.640 27.363
H 15.572 30.637 27.252
H 16.629 30.436 25.918
*
```

Mulliken atomic charge list, values in e, 6 entries: number 1, C, carries -0.204; number 2, C, carries 0.040; number 3, O, carries -0.421; number 4, S, carries 1.069; number 5, O, carries -0.495; number 6, O, carries -0.559

Below is a molecular structure, C17H39OP3SeV in a non-equilibrium geometry, with properties calculated with wB97M-V/def2-TZVPD.

Summary:
Orbital gap (alpha / beta) (eV): 4.398 / 4.222
Energy relative to the best compared isomer or geometry (same formula, charge and spin) (eV): 1.9337
HOMO level (alpha / beta) (Eh): -0.736 / -0.736
LUMO level (alpha / beta) (eV): -15.63 / -15.82
<S²>: 0.819

```
! RIJCOSX wB97M-V def2-TZVPD def2/J DEFGRID3
* xyz 4 2
V 0.044 0.243 -0.692
P -1.365 -1.366 1.087
P 1.281 -0.145 2.010
P 1.539 -1.454 -1.126
H -2.502 3.361 -4.032
C -2.755 2.485 -4.632
C -3.417 1.434 -4.136
H -3.723 1.375 -3.087
C -2.668 -0.716 2.208
C -0.818 -2.836 2.066
C -2.346 -2.190 -0.201
C 2.532 1.196 2.052
C 0.695 0.087 3.738
C 2.445 -1.516 2.491
C 0.867 -1.621 -2.810
C 1.790 -3.179 -0.618
C 3.143 -0.587 -1.185
H -2.561 2.570 -5.712
H -3.817 0.667 -4.821
H -3.290 0.005 1.662
H -2.232 -0.175 3.063
H -3.325 -1.518 2.584
H -0.493 -2.578 3.083
H 0.009 -3.352 1.567
H -1.664 -3.534 2.143
H -2.879 -1.438 -0.795
H -3.081 -2.884 0.240
H -1.685 -2.756 -0.871
H 3.108 1.139 2.989
H 2.031 2.168 1.994
H 3.223 1.101 1.206
H 1.516 0.454 4.384
H 0.346 -0.860 4.184
H -0.121 0.827 3.811
H 2.963 -1.194 3.407
H 3.200 -1.725 1.731
H 1.911 -2.441 2.725
H 1.665 -2.134 -3.359
H 0.626 -0.683 -3.331
H -0.036 -2.251 -2.776
H 2.401 -3.620 -1.419
H 0.813 -3.690 -0.580
H 2.309 -3.253 0.352
H 3.766 -1.155 -1.885
H 3.621 -0.549 -0.191
H 2.998 0.443 -1.549
C -0.342 2.394 -0.521
C -1.158 1.816 -1.558
C -0.504 1.355 -2.732
C 0.664 2.044 -3.137
C 1.453 2.634 -2.168
C 1.018 2.676 -0.833
Se -1.170 3.000 1.257
H -2.063 4.027 0.704
H -2.174 1.513 -1.371
H -1.200 0.942 -3.466
H 0.822 2.240 -4.192
H 2.334 3.181 -2.498
H 1.702 3.167 -0.133
O -1.717 1.965 4.353
H -2.140 2.019 5.240
H -1.586 2.872 4.085
*
```

Mulliken atomic charge list, values in e, 6 entries: number 1, V, carries 0.062; number 2, P, carries 0.646; number 3, P, carries 0.749; number 4, P, carries 0.802; number 5, H, carries 0.275; number 6, C, carries -0.379

Below is a molecular structure, C17H39OP3SeZr in a non-equilibrium geometry, with properties calculated with wB97M-V/def2-TZVPD.

Summary:
Orbital gap (eV): 4.130
HOMO level (Eh): -0.721
LUMO level (eV): -15.50

```
! RIJCOSX wB97M-V def2-TZVPD def2/J DEFGRID3
* xyz 4 1
Zr 0.570 0.021 -0.232
P 2.914 0.214 -1.135
P 0.509 2.396 0.925
P 0.245 -2.575 -0.555
H -0.375 -1.385 4.532
C -1.213 -0.989 3.923
C -2.283 -1.878 3.410
H -2.038 -2.929 3.245
C 2.906 1.138 -2.696
C 4.051 1.102 -0.016
C 3.753 -1.372 -1.437
C -1.090 2.939 1.603
C 1.605 2.790 2.334
C 0.922 3.763 -0.230
C -1.387 -3.330 -0.200
C 1.330 -3.851 0.200
C 0.407 -2.982 -2.333
H -1.533 -0.052 4.410
H -3.110 -1.415 2.879
H 3.841 0.930 -3.228
H 2.802 2.217 -2.515
H 2.048 0.815 -3.303
H 5.063 1.132 -0.452
H 4.090 0.570 0.947
H 3.706 2.129 0.168
H 4.632 -1.229 -2.080
H 3.070 -2.085 -1.917
H 4.071 -1.800 -0.476
H -1.180 4.029 1.507
H -1.169 2.664 2.663
H -1.906 2.455 1.053
H 1.547 3.869 2.537
H 2.643 2.521 2.100
H 1.285 2.243 3.230
H 0.827 4.718 0.309
H 0.227 3.752 -1.080
H 1.949 3.657 -0.615
H -1.543 -4.191 -0.866
H -2.187 -2.599 -0.370
H -1.412 -3.660 0.848
H 1.542 -4.621 -0.559
H 0.822 -4.320 1.056
H 2.284 -3.423 0.539
H -0.095 -3.945 -2.493
H 1.459 -3.056 -2.633
H -0.081 -2.201 -2.930
C -2.748 0.794 -1.832
C -3.296 0.664 -0.552
C -4.669 0.894 -0.378
C -5.485 1.186 -1.474
C -4.959 1.203 -2.778
C -3.581 0.995 -2.944
Se -0.780 0.568 -2.162
H -0.809 -0.673 2.897
H -2.668 0.345 0.278
H -5.098 0.811 0.622
H -6.545 1.382 -1.319
H -5.607 1.368 -3.638
H -3.150 0.963 -3.941
O 1.540 -0.734 2.038
H 1.513 -0.286 2.901
H 1.823 -1.658 2.212
*
```

Mulliken atomic charge list, values in e, 6 entries: number 1, Zr, carries -0.434; number 2, P, carries 1.278; number 3, P, carries 1.064; number 4, P, carries 1.486; number 5, H, carries 0.414; number 6, C, carries -0.209

Below is a molecular structure, C17H40BF10NO19PbS7 in a non-equilibrium geometry, with properties calculated with wB97M-V/def2-TZVPD.

Summary:
Orbital gap (eV): 10.372
HOMO level (Eh): -0.373
LUMO level (eV): 0.22

```
! RIJCOSX wB97M-V def2-TZVPD def2/J DEFGRID3
* xyz 0 1
Pb 1.194 0.294 0.270
B 2.424 -1.110 -2.075
F 1.904 -2.188 -1.332
F 3.245 -0.353 -1.107
F 3.049 -1.481 -3.212
F 1.363 -0.231 -2.217
C 3.827 3.724 2.118
F 4.364 2.486 2.260
F 3.691 4.329 3.316
F 4.529 4.387 1.222
S 2.090 3.528 1.315
O 1.726 4.880 1.096
O 2.453 2.716 0.142
N 1.009 2.824 2.153
S 0.164 3.126 3.439
O 0.287 4.458 3.902
O -1.162 2.590 3.297
C 1.123 2.120 4.502
F 0.651 2.140 5.841
F 0.981 0.822 4.047
F 2.404 2.433 4.514
O 4.889 0.074 3.498
S 4.010 -0.840 2.838
O 3.028 -0.303 1.934
O 4.919 -1.972 2.060
C 4.184 -2.840 1.225
C 5.115 -3.848 0.479
C 3.081 -1.796 4.031
H 3.658 -2.273 0.464
H 3.399 -3.398 1.777
H 5.788 -4.311 1.194
H 5.665 -3.397 -0.331
H 4.473 -4.629 0.068
H 3.812 -2.279 4.649
H 2.476 -2.504 3.519
H 2.639 -1.064 4.689
O 0.958 -3.656 2.743
S 0.055 -3.093 1.823
O 0.500 -1.961 1.064
O -0.417 -4.227 0.877
C 0.289 -4.551 -0.394
C -0.532 -5.635 -1.139
C -1.378 -2.664 2.617
H 1.287 -4.788 -0.154
H 0.257 -3.614 -0.991
H -0.610 -6.625 -0.689
H 0.067 -5.822 -2.034
H -1.507 -5.227 -1.322
H -2.148 -2.522 1.884
H -1.189 -1.626 2.980
H -1.716 -3.218 3.471
O -1.550 -2.814 -2.189
S -1.686 -2.599 -3.609
O -2.501 -3.479 -4.443
O -2.250 -1.093 -3.699
C -2.646 -0.531 -5.048
C -4.065 -0.094 -4.923
C -0.030 -2.625 -4.395
H -2.604 -1.294 -5.812
H -1.981 0.291 -5.266
H -4.712 -0.945 -4.849
H -4.359 0.334 -5.911
H -4.200 0.669 -4.112
H -0.125 -2.466 -5.450
H 0.253 -3.653 -4.238
H 0.559 -1.905 -3.886
O 0.008 1.983 -1.245
S -0.409 2.590 -2.540
O -1.314 1.839 -3.352
O -1.114 3.985 -2.227
C -0.628 4.877 -1.135
C -1.629 5.958 -0.928
C 1.073 3.142 -3.432
H 0.398 5.288 -1.384
H -0.442 4.290 -0.252
H -1.604 6.579 -1.869
H -1.373 6.574 -0.106
H -2.651 5.539 -0.756
H 1.544 2.169 -3.684
H 1.477 3.916 -2.744
H 0.632 3.673 -4.253
O -2.574 2.249 0.411
S -2.624 0.828 0.579
O -1.429 0.141 1.002
O -3.790 0.412 1.605
C -4.083 1.256 2.872
C -5.593 1.404 3.115
C -3.270 -0.053 -0.874
H -3.677 2.296 2.706
H -3.504 0.734 3.585
H -6.079 2.144 2.474
H -5.581 1.779 4.148
H -6.036 0.442 3.148
H -2.684 -0.916 -1.063
H -3.208 0.569 -1.756
H -4.306 -0.369 -0.539
*
```

Mulliken atomic charge list, values in e, 6 entries: number 1, Pb, carries 3.484; number 2, B, carries -0.709; number 3, F, carries 0.099; number 4, F, carries -0.499; number 5, F, carries -0.222; number 6, F, carries 0.264